Record 1
The following is a quantum chemistry calculation of a cluster of 2 separate species, CH4ClNOS2 in total in a non-equilibrium geometry, from the OMol25 dataset.

XYZ file:
```
10
Properties=species:S:1:pos:R:3:forces:R:3:lowdin_charge:R:1
C -1.281951 -0.584459 0.316689 -1.5 3.1 -0.8 -0.64
N 2.187500 -0.164046 0.951937 -1.8 0.6 -0.4 0.05
O -0.491205 2.085561 -0.144457 0.5 -0.5 0.1 -0.49
S -0.311627 0.478072 -2.534125 0.6 -0.2 0.7 0.28
S -0.126240 0.770746 -0.653423 -0.6 -0.9 1.1 0.33
Cl -2.859522 -0.644704 -0.474923 0.1 -0.3 -0.7 0.54
H -0.787911 -1.497476 0.222313 0.9 -1.3 0.4 0.01
H -1.664596 -0.107358 1.233193 1.8 -0.5 0.2 0.04
H 2.907107 0.536361 0.801457 0.0 0.5 -0.2 -0.05
H 2.428447 -0.872697 0.281338 0.1 -0.6 -0.6 -0.07
```
Positions in Å, forces in eV/Å.

HOMO energy (spin up / spin down) ... -8.880 / -8.879 eV
Net charge ... 0
Relative energy (zero: lowest compared OMol25 entry of this formula, charge and spin) ... 88.1 kcal/mol
Kohn-Sham gap (spin up / spin down) ... 5.58 / 5.58 eV

Record 2
The following is a quantum chemistry calculation of a cluster of 2 separate species, CH4ClP in total, from the OMol25 dataset.

XYZ file:
```
7
Properties=species:S:1:pos:R:3:forces:R:3:lowdin_charge:R:1
C -0.386746 -0.527789 1.120457 0.5 -0.4 -0.1 -0.48
P 0.986949 -1.422702 0.841641 -0.5 0.0 -0.1 0.71
H -1.350150 -0.941042 0.859324 -0.1 -0.1 0.0 -0.03
H -0.398490 0.457435 1.549090 0.0 0.3 0.1 -0.02
H 1.928047 -0.488573 1.315329 0.2 0.2 0.1 -0.17
Cl -0.150131 1.802723 -2.559050 0.0 0.0 0.0 0.25
H -0.574385 1.334839 -3.670971 0.0 0.0 0.0 -0.26
```
Positions in Å, forces in eV/Å.

HOMO energy ... -9.847 eV
Net charge ... 0
Relative energy (zero: lowest compared OMol25 entry of this formula, charge and spin) ... 23.0 kcal/mol
Kohn-Sham gap ... 10.13 eV

Record 3
The following is a quantum chemistry calculation of a cluster of 2 separate species, CH4ClPS2 in total in a non-equilibrium geometry, from the OMol25 dataset.

XYZ file:
```
9
Properties=species:S:1:pos:R:3:forces:R:3:lowdin_charge:R:1
C 0.314290 -0.837024 0.710160 -0.1 0.7 2.5 -0.36
P -1.265672 -0.121094 0.257583 -1.6 1.3 -0.2 -0.08
S -1.405958 -0.154199 -1.711930 -0.3 0.1 2.0 0.16
S -2.475509 0.535919 1.712926 1.7 -0.9 -2.1 0.15
Cl 1.457442 2.141945 -1.241254 0.2 -0.2 -0.4 0.26
H 1.131682 -0.097859 0.766398 -0.4 -0.2 -0.8 0.03
H 0.282868 -1.194544 1.773057 -0.3 -0.2 -1.1 0.06
H 0.363398 -1.590739 -0.034357 1.0 -0.8 -0.4 0.00
H 1.597461 1.317592 -2.232586 -0.1 0.3 0.4 -0.22
```
Positions in Å, forces in eV/Å.

HOMO energy ... -9.451 eV
Net charge ... 0
Relative energy (zero: lowest compared OMol25 entry of this formula, charge and spin) ... 32.9 kcal/mol
Kohn-Sham gap ... 8.21 eV

Record 4
The following is a quantum chemistry calculation of a cluster of 2 separate species, CH4F2OSi in total in a non-equilibrium geometry, from the OMol25 dataset.

XYZ file:
```
9
Properties=species:S:1:pos:R:3:forces:R:3:lowdin_charge:R:1
C 0.559780 -0.182440 0.106680 2.0 -2.8 -2.9 -0.16
O 1.646060 0.711266 -0.094295 -1.6 0.6 -0.3 -0.13
F 3.713163 -2.785330 -0.982338 -0.2 -1.2 0.5 -0.27
F 3.773564 -0.425258 -0.924593 0.7 -0.2 -0.6 -0.31
Si 3.961039 -1.627732 -2.014439 0.0 1.1 -0.2 0.66
H -0.269123 -0.003231 -0.569710 -0.1 0.8 0.2 0.07
H 0.323094 -0.233215 1.094706 -1.2 0.3 2.8 0.03
H 0.767607 -1.325695 -0.144276 0.3 2.0 0.2 0.11
H 2.508615 0.324655 -0.015931 0.1 -0.6 0.2 0.01
```
Positions in Å, forces in eV/Å.

HOMO energy ... -10.133 eV
Net charge ... 0
Relative energy (zero: lowest compared OMol25 entry of this formula, charge and spin) ... 53.7 kcal/mol
Kohn-Sham gap ... 9.65 eV

Record 5
The following is a quantum chemistry calculation of a cluster of 2 separate species, CH4FINP in total in a non-equilibrium geometry, from the OMol25 dataset.

XYZ file:
```
9
Properties=species:S:1:pos:R:3:forces:R:3:lowdin_charge:R:1
C -1.465548 -0.843809 -0.562377 -0.9 -1.2 2.2 -0.27
N -0.625675 0.164952 -0.994889 -1.4 2.9 0.6 0.02
F 3.242634 1.901208 0.387372 -0.1 -0.4 0.2 -0.53
P 2.643680 0.619602 1.165566 0.4 0.2 -0.4 0.27
I 1.034821 1.678644 2.537868 -0.3 0.2 0.3 0.27
H -1.157098 -1.394119 0.429099 0.0 0.6 -1.8 0.11
H -2.512984 -0.510595 -0.294834 1.1 -0.1 -0.8 0.08
H -1.432943 -1.496463 -1.430478 -0.7 -1.1 0.2 0.07
H 0.273113 -0.119422 -1.237327 1.9 -1.1 -0.3 -0.02
```
Positions in Å, forces in eV/Å.

HOMO energy (spin up / spin down) ... -9.768 / -8.317 eV
Net charge ... 0
Relative energy (zero: lowest compared OMol25 entry of this formula, charge and spin) ... 80.7 kcal/mol
Kohn-Sham gap (spin up / spin down) ... 8.43 / 8.12 eV

Record 6
The following is a quantum chemistry calculation of a cluster of 2 separate species, CH4FN2O in total in a non-equilibrium geometry, from the OMol25 dataset.

XYZ file:
```
9
Properties=species:S:1:pos:R:3:forces:R:3:lowdin_charge:R:1
C -0.390234 -0.030132 0.661131 0.4 0.3 -3.4 -0.28
N -0.145595 0.656980 -0.651523 1.1 -5.3 -0.9 0.01
N -0.505746 -1.322688 0.475856 1.8 0.2 -1.0 -0.26
O -0.954811 -2.254223 1.303447 -0.2 -0.2 0.3 -0.33
F 1.226283 0.325554 1.556468 -0.6 0.4 -0.2 -0.48
H -1.170645 0.498797 1.150540 0.0 0.3 1.3 0.11
H 0.720226 0.207737 -1.191260 -2.5 0.8 1.8 0.11
H 0.170608 1.533029 -0.551423 1.3 4.1 1.1 -0.03
H 0.278427 -1.557835 -0.213015 -1.3 -0.5 1.0 0.14
```
Positions in Å, forces in eV/Å.

HOMO energy ... -2.238 eV
Net charge ... -1
Relative energy (zero: lowest compared OMol25 entry of this formula, charge and spin) ... 44.5 kcal/mol
Kohn-Sham gap ... 6.94 eV